(1)
The following is a DFT calculation (ωB97M-V/def2-TZVPD) of an isolated molecule of C29H34O6.

Output
Frontier orbital gap   9.73 eV
ΔE to the lowest compared entry with this formula, charge and spin   0.0 kJ/mol
Highest occupied orbital energy   -8.94 eV
Total energy   -42908.7593 eV

The geometry in ORCA input format:
```
! wB97M-V def2-TZVPD RIJCOSX def2/J DEFGRID3
* xyz 0 1
C -6.13 0.05 -1.98
C -4.96 -0.59 -1.27
H -4.08 -0.67 -1.93
H -5.22 -1.61 -0.93
O -4.62 0.20 -0.13
C -3.51 -0.26 0.57
O -2.34 -0.17 -0.19
C -1.90 1.18 -0.07
C -0.49 1.39 -0.63
O -0.24 2.78 -0.61
C 0.98 3.15 0.02
C 2.19 2.64 -0.72
C 3.02 1.69 -0.15
C 4.09 1.18 -0.87
C 4.33 1.61 -2.17
C 3.50 2.56 -2.74
C 2.43 3.07 -2.02
H 1.78 3.80 -2.47
H 3.68 2.90 -3.75
H 5.16 1.21 -2.73
H 4.74 0.44 -0.42
H 2.85 1.36 0.85
H 0.98 2.80 1.06
H 0.96 4.25 0.01
C -0.37 0.85 -2.07
O -0.23 -0.54 -2.14
C 1.06 -1.03 -1.85
C 0.99 -2.41 -1.24
C 2.13 -3.20 -1.18
C 2.08 -4.45 -0.58
C 0.90 -4.92 -0.05
C -0.24 -4.14 -0.11
C -0.20 -2.88 -0.70
H -1.08 -2.26 -0.75
H -1.17 -4.50 0.30
H 0.86 -5.89 0.41
H 2.98 -5.06 -0.54
H 3.06 -2.83 -1.60
H 1.67 -1.06 -2.77
H 1.59 -0.37 -1.14
H -1.28 1.08 -2.63
H 0.48 1.36 -2.55
H 0.23 0.86 0.01
H -2.58 1.83 -0.64
C -2.07 1.51 1.43
O -0.93 1.26 2.21
C -0.52 -0.10 2.36
C 0.97 -0.16 2.55
C 1.71 -1.19 2.00
C 3.08 -1.25 2.19
C 3.72 -0.28 2.93
C 2.99 0.76 3.49
C 1.62 0.82 3.30
H 1.04 1.63 3.72
H 3.49 1.53 4.06
H 4.79 -0.32 3.08
H 3.64 -2.06 1.75
H 1.21 -1.96 1.42
H -0.81 -0.70 1.50
H -1.00 -0.53 3.26
H -2.27 2.57 1.58
C -3.32 0.67 1.81
O -4.45 1.43 2.09
H -4.92 1.58 1.26
H -3.12 0.08 2.70
H -3.64 -1.32 0.83
H -6.98 0.13 -1.30
H -6.41 -0.55 -2.84
H -5.86 1.05 -2.31
*
```


(2)
The following is a DFT calculation (ωB97M-V/def2-TZVPD) of a structure of composition C29H35Cl2I2NO2P2STeV.

Output
Frontier orbital gap (alpha / beta)   6.35 / 6.75 eV
⟨S²⟩   3.77
ΔE to the lowest compared entry with this formula, charge and spin   94.4 kJ/mol
Highest occupied orbital energy (alpha / beta)   -7.16 / -7.56 eV
Total energy   -139869.4784 eV

The geometry in ORCA input format:
```
! wB97M-V def2-TZVPD RIJCOSX def2/J DEFGRID3
* xyz 0 4
V -0.24 -0.37 0.45
Cl 3.21 2.54 2.80
C 2.04 1.46 3.50
C 1.93 1.39 4.91
C 1.04 0.55 5.49
Cl 0.94 0.47 7.23
C 0.20 -0.28 4.70
C -0.71 -1.22 5.22
C -1.44 -2.01 4.38
C -1.32 -1.81 2.99
N -0.52 -0.91 2.48
C 0.30 -0.17 3.30
C 1.26 0.69 2.65
O 1.37 0.73 1.36
H 2.58 2.01 5.51
H -0.80 -1.33 6.30
H -2.11 -2.77 4.75
H -1.89 -2.42 2.29
C -3.82 -0.18 1.09
P -2.62 -0.48 -0.29
C -3.45 -1.82 -1.19
C -2.93 1.03 -1.30
C -3.95 1.09 -2.24
C -4.21 2.26 -2.93
C -3.45 3.40 -2.68
C -2.42 3.34 -1.75
C -2.14 2.16 -1.06
P -0.71 1.98 0.08
C 0.56 3.05 -0.67
C -1.20 2.98 1.54
H -4.64 0.44 0.74
H -3.32 0.31 1.93
H -4.21 -1.14 1.44
H -4.53 -1.68 -1.23
H -3.23 -2.76 -0.68
H -3.05 -1.90 -2.21
H -4.56 0.21 -2.45
H -4.99 2.29 -3.68
H -3.65 4.32 -3.21
H -1.83 4.23 -1.56
H 0.57 2.93 -1.75
H 1.53 2.74 -0.26
H 0.39 4.09 -0.42
H -1.71 3.89 1.24
H -0.31 3.23 2.11
H -1.86 2.40 2.19
I 0.11 -2.99 -0.95
I -1.39 -5.16 0.51
Te 1.04 -0.46 -1.97
C -0.18 -0.43 -3.71
C -0.21 0.77 -4.42
C -0.84 0.84 -5.65
C -1.45 -0.29 -6.18
C -1.43 -1.47 -5.47
C -0.80 -1.55 -4.24
H 0.26 1.66 -4.01
H -0.85 1.78 -6.19
H -1.92 -0.24 -7.16
H -1.90 -2.36 -5.88
H -0.80 -2.49 -3.70
C 5.59 0.42 0.41
C 4.84 -0.57 1.28
S 3.39 -1.24 0.45
O 2.52 -1.85 1.52
C 4.17 -2.61 -0.43
C 4.45 -3.82 0.46
H 6.43 0.84 0.96
H 4.93 1.24 0.11
H 5.98 -0.04 -0.50
H 4.42 -0.08 2.16
H 5.46 -1.40 1.61
H 5.08 -2.21 -0.89
H 3.47 -2.86 -1.23
H 5.37 -3.71 1.03
H 4.54 -4.71 -0.16
H 3.62 -3.96 1.15
*
```


(3)
The following is a DFT calculation (ωB97M-V/def2-TZVPD) of a structure of composition C29H35CsN4O2STe.

Output
Frontier orbital gap   5.23 eV
ΔE to the lowest compared entry with this formula, charge and spin   178.0 kJ/mol
Highest occupied orbital energy   -1.21 eV
Total energy   -59373.1025 eV

The geometry in ORCA input format:
```
! wB97M-V def2-TZVPD RIJCOSX def2/J DEFGRID3
* xyz -2 1
Cs -0.38 0.55 0.72
O 1.74 1.84 1.18
C 2.08 2.43 2.26
C 3.42 2.89 2.45
C 3.87 3.45 3.63
C 3.01 3.58 4.72
C 1.69 3.16 4.58
C 1.20 2.63 3.39
C -0.20 2.20 3.37
N -1.02 2.42 2.42
N -2.30 1.94 2.61
C -2.97 1.59 1.53
O -2.56 1.49 0.34
C -4.38 1.14 1.84
C -5.15 0.64 0.79
C -6.45 0.21 0.99
C -7.00 0.27 2.27
C -6.25 0.77 3.32
C -4.94 1.20 3.11
H 4.11 2.77 1.62
H 4.90 3.77 3.72
H 3.35 4.01 5.66
H 1.00 3.25 5.41
H -0.55 1.65 4.26
H -4.68 0.61 -0.19
H -7.03 -0.18 0.17
H -8.02 -0.07 2.44
H -6.68 0.81 4.31
H -4.35 1.58 3.92
C 3.11 3.59 -1.70
C 2.12 4.64 -1.13
N 0.72 4.41 -1.43
C 0.22 4.61 -2.77
C 0.86 3.91 -3.99
S 0.70 2.09 -4.08
C 2.43 1.54 -3.98
C 2.94 1.28 -2.55
N 2.48 2.29 -1.64
H 4.05 3.66 -1.13
H 3.37 3.83 -2.73
H 2.41 5.64 -1.46
H 2.20 4.61 -0.04
H 0.48 3.50 -1.08
H 0.28 5.68 -3.00
H -0.83 4.34 -2.75
H 1.92 4.15 -4.08
H 0.36 4.29 -4.88
H 3.03 2.28 -4.50
H 2.48 0.61 -4.56
H 4.04 1.19 -2.60
H 2.55 0.32 -2.21
H 2.40 1.97 -0.69
C -0.07 -8.97 -0.59
C -0.03 -7.47 -0.71
C 0.21 -6.65 0.38
C 0.27 -5.27 0.27
C 0.54 -4.46 1.51
C 0.10 -4.63 -0.98
Te 0.31 -2.55 -1.16
C -0.20 -5.46 -2.08
C -0.48 -4.92 -3.46
C -0.25 -6.85 -1.93
H 0.12 -9.29 0.44
H 0.68 -9.44 -1.23
H -1.05 -9.37 -0.89
H 0.37 -7.11 1.36
H 0.66 -5.11 2.38
H -0.29 -3.77 1.70
H 1.43 -3.85 1.39
H -0.50 -3.84 -3.45
H -1.45 -5.29 -3.82
H 0.28 -5.25 -4.17
H -0.46 -7.46 -2.80
*
```


(4)
The following is a DFT calculation (ωB97M-V/def2-TZVPD) of a structure of composition C29H35FeN8O3S.

Output
Frontier orbital gap (alpha / beta)   7.42 / 8.42 eV
⟨S²⟩   1.08
ΔE to the lowest compared entry with this formula, charge and spin   55.1 kJ/mol
Highest occupied orbital energy (alpha / beta)   -13.46 / -13.47 eV
Total energy   -93917.2262 eV

The geometry in ORCA input format:
```
! wB97M-V def2-TZVPD RIJCOSX def2/J DEFGRID3
* xyz 2 2
Fe 0.19 0.77 0.95
C 4.27 1.51 -0.41
C 4.95 0.42 0.12
C 4.21 -0.60 0.68
C 2.82 -0.50 0.71
N 2.17 0.57 0.25
C 2.90 1.55 -0.31
C 1.95 -1.50 1.31
C 2.33 -2.83 1.50
C 1.44 -3.72 2.08
C 0.19 -3.28 2.47
C -0.20 -1.97 2.25
C 0.67 -1.06 1.65
H 4.79 2.32 -0.90
H 6.03 0.37 0.08
H 4.69 -1.46 1.12
H 2.36 2.37 -0.75
H 3.30 -3.17 1.19
H 1.73 -4.75 2.24
H -0.50 -3.97 2.94
H -1.19 -1.67 2.57
C 0.57 5.22 -0.73
N 0.92 4.55 0.52
C 1.51 5.21 1.56
C 1.84 4.58 2.71
C 1.57 3.18 2.80
N 1.02 2.55 1.77
C 0.67 3.22 0.65
O 0.10 2.55 -0.25
N 1.86 2.47 3.89
H 0.94 6.24 -0.70
H -0.52 5.23 -0.85
H 1.01 4.69 -1.57
H 1.68 6.27 1.41
H 2.28 5.12 3.53
H 2.27 2.91 4.70
H 1.64 1.49 3.92
C -3.95 0.80 -3.88
C -3.53 1.25 -2.49
C -2.01 1.34 -2.33
N -1.38 0.03 -2.39
C -1.32 -0.83 -1.41
S -1.78 -0.54 0.22
N -0.83 -2.08 -1.67
C -0.31 -2.55 -2.88
O -0.32 -1.84 -3.87
C 0.23 -3.92 -2.85
C 0.24 -4.63 -4.05
C 0.76 -5.92 -4.08
C 1.28 -6.48 -2.92
C 1.28 -5.77 -1.73
C 0.75 -4.49 -1.69
H -5.03 0.69 -3.95
H -3.51 -0.16 -4.14
H -3.64 1.52 -4.64
H -3.92 0.57 -1.73
H -3.94 2.24 -2.28
H -1.74 1.81 -1.39
H -1.57 1.93 -3.13
H -1.04 -0.33 -3.29
H -0.88 -2.72 -0.89
H -0.15 -4.18 -4.94
H 0.76 -6.48 -5.00
H 1.68 -7.49 -2.95
H 1.70 -6.21 -0.83
H 0.79 -3.93 -0.76
C -4.64 1.76 2.76
N -3.26 1.76 2.29
C -2.27 1.07 2.85
N -2.54 0.26 3.88
O -1.08 1.20 2.44
H -5.21 2.47 2.17
H -4.69 2.06 3.81
H -5.10 0.78 2.64
H -2.99 2.36 1.54
H -3.48 0.05 4.18
H -1.78 -0.29 4.26
*
```


(5)
The following is a DFT calculation (ωB97M-V/def2-TZVPD) of a structure of composition C29H35HoN5OSSiTe.

Output
Frontier orbital gap (alpha / beta)   4.83 / 4.87 eV
⟨S²⟩   6.01
ΔE to the lowest compared entry with this formula, charge and spin   0.0 kJ/mol
Highest occupied orbital energy (alpha / beta)   -8.13 / -8.15 eV
Total energy   -91937.1346 eV

The geometry in ORCA input format:
```
! wB97M-V def2-TZVPD RIJCOSX def2/J DEFGRID3
* xyz 1 5
Ho -18.48 7.40 -1.72
N -22.08 8.46 0.81
C -20.93 8.02 0.22
S -19.96 9.27 -0.49
N -20.72 6.69 0.34
N -19.99 6.14 -0.64
C -19.38 4.84 -0.18
C -18.52 4.27 -1.26
C -18.44 2.89 -1.41
C -17.62 2.36 -2.41
C -16.93 3.25 -3.25
C -17.07 4.61 -3.04
N -17.95 5.14 -2.13
H -22.30 9.44 0.73
H -22.62 7.73 1.26
H -20.21 4.14 0.02
H -18.90 2.20 -0.74
H -17.49 1.29 -2.52
H -16.25 2.89 -4.04
H -16.50 5.33 -3.62
O -16.36 7.87 -1.02
C -15.52 7.15 -0.09
C -16.34 6.14 0.72
C -15.71 4.91 0.99
C -16.45 3.88 1.57
C -17.81 3.91 1.59
C -18.60 5.12 1.15
N -17.70 6.35 1.00
H -15.86 8.44 -1.65
H -15.04 7.91 0.58
H -14.75 6.53 -0.65
H -14.66 4.83 0.65
H -15.93 3.01 2.02
H -18.31 3.01 1.85
H -19.37 5.32 1.95
C -15.64 6.40 4.04
Si -17.28 7.34 3.83
C -16.99 9.12 4.42
C -18.76 6.67 4.77
C -17.95 7.42 1.97
H -15.39 6.24 5.10
H -14.82 6.88 3.52
H -15.68 5.35 3.72
H -17.11 9.16 5.49
H -17.69 9.87 4.01
H -15.96 9.46 4.24
H -18.52 6.84 5.83
H -19.09 5.63 4.64
H -19.62 7.29 4.53
H -17.60 8.37 1.56
H -19.04 7.48 2.05
Te -17.13 7.86 -4.92
C -17.31 9.41 -6.43
C -18.11 9.22 -7.56
C -18.30 10.26 -8.49
C -17.67 11.44 -8.32
C -16.85 11.64 -7.18
C -16.68 10.65 -6.27
C -19.19 8.23 -4.08
C -20.17 7.19 -4.30
C -21.49 7.54 -4.51
C -21.89 8.86 -4.65
C -20.97 9.85 -4.47
C -19.63 9.57 -4.23
H -18.57 8.27 -7.74
H -18.98 10.05 -9.33
H -17.73 12.23 -9.06
H -16.32 12.58 -7.04
H -15.98 10.72 -5.42
H -19.83 6.15 -4.33
H -22.20 6.73 -4.54
H -22.90 9.10 -4.89
H -21.28 10.91 -4.50
H -18.88 10.36 -4.12
*
```


(6)
The following is a DFT calculation (ωB97M-V/def2-TZVPD) of a structure of composition C29H35I2N8O3RbS3.

Output
Frontier orbital gap   4.99 eV
ΔE to the lowest compared entry with this formula, charge and spin   106.6 kJ/mol
Highest occupied orbital energy   -1.64 eV
Total energy   -98070.2509 eV

The geometry in ORCA input format:
```
! wB97M-V def2-TZVPD RIJCOSX def2/J DEFGRID3
* xyz -2 1
Rb -0.28 0.46 -0.05
C -2.44 2.87 2.31
C -1.47 3.80 1.56
N -0.12 3.27 1.47
C 0.79 3.54 2.55
C 0.45 2.80 3.85
S 0.37 0.99 3.74
C -1.36 0.66 4.21
C -2.38 0.52 3.07
N -2.19 1.47 2.01
H -3.46 3.17 2.05
H -2.35 3.00 3.39
H -1.48 4.80 2.03
H -1.85 3.89 0.54
H 0.29 3.47 0.57
H 0.83 4.62 2.81
H 1.79 3.25 2.23
H -0.49 3.16 4.26
H 1.22 3.05 4.59
H -1.65 1.43 4.92
H -1.34 -0.28 4.77
H -3.38 0.56 3.53
H -2.29 -0.48 2.63
H -2.65 1.19 1.15
I 8.57 -0.95 0.35
C 6.49 -0.91 0.48
C 5.80 -2.03 0.92
C 4.42 -1.98 0.99
I 3.41 -3.67 1.70
C 3.63 -0.84 0.63
O 2.36 -0.82 0.66
C 4.41 0.30 0.20
C 3.70 1.59 -0.12
N 2.57 1.50 -1.04
C 2.89 0.85 -2.32
C 1.64 0.75 -3.16
C 1.23 1.81 -3.97
C 0.05 1.68 -4.69
C -0.70 0.53 -4.55
C -0.23 -0.46 -3.71
N 0.92 -0.37 -3.04
C 5.79 0.24 0.12
H 6.33 -2.92 1.21
H 4.43 2.30 -0.53
H 3.31 2.03 0.80
H 1.93 0.88 -0.56
H 3.29 -0.16 -2.18
H 3.64 1.46 -2.83
H 1.82 2.71 -4.01
H -0.31 2.50 -5.31
H -1.66 0.41 -5.04
H -0.81 -1.36 -3.54
H 6.33 1.12 -0.22
C 0.59 -5.54 -0.74
C 0.21 -5.31 0.67
N 0.13 -6.20 1.61
N -0.22 -5.46 2.72
C -0.37 -4.15 2.49
S -0.75 -2.93 3.57
N -0.07 -4.06 1.16
N 0.02 -2.93 0.36
H 0.60 -6.61 -0.93
H 1.57 -5.12 -0.94
H -0.12 -5.04 -1.41
H -0.34 -5.90 3.61
H 0.73 -2.30 0.74
H -0.90 -2.48 0.28
O -3.19 2.61 -0.81
C -2.76 1.67 -1.52
O -1.56 1.45 -1.84
C -3.79 0.70 -2.09
C -4.63 1.20 -3.09
C -5.55 0.40 -3.75
C -5.65 -0.93 -3.37
C -4.85 -1.43 -2.36
C -3.90 -0.65 -1.68
S -2.96 -1.36 -0.36
H -4.54 2.25 -3.34
H -6.18 0.81 -4.53
H -6.36 -1.59 -3.86
H -4.95 -2.47 -2.05
*
```


What is the formula in the sixth record? C29H35I2N8O3RbS3


Look up the ΔE to the lowest compared entry with this formula, charge and spin of the second one. 94.4 kJ/mol